1.
The following is a DFT calculation (ωB97M-V with the def2-TZVPD basis set) of a molecular structure, C56H50CrF3N8O11P2S.

XYZ file:
```
132
C56H50CrF3N8O11P2S | the OMol25 dataset | ωB97M-V with the def2-TZVPD basis set
Cr 1.33 0.73 -0.78
F 4.43 4.18 2.09
C 4.33 3.24 1.14
C 3.10 2.64 0.90
C 2.98 1.68 -0.09
C 4.14 1.28 -0.79
C 5.35 1.92 -0.53
F 6.47 1.61 -1.23
C 5.46 2.91 0.41
C 3.92 0.19 -1.73
C 4.88 -0.52 -2.41
C 4.50 -1.65 -3.19
C 3.20 -1.97 -3.33
C 2.14 -1.11 -2.71
N 2.61 -0.12 -1.80
H 2.25 2.92 1.50
H 6.40 3.41 0.57
H 5.92 -0.25 -2.35
H 5.27 -2.24 -3.65
H 2.87 -2.81 -3.92
H 1.60 -0.56 -3.51
C -6.98 1.98 1.75
S -6.11 0.48 2.29
C -4.75 1.21 3.29
C -3.38 0.76 2.80
C -3.18 1.10 1.32
N -1.94 0.64 0.71
P -0.63 1.70 0.61
C -0.45 2.35 2.31
C 0.25 1.57 3.22
C 0.29 1.93 4.56
C -0.36 3.07 4.99
C -1.04 3.87 4.07
C -1.08 3.52 2.74
C -1.12 3.12 -0.45
C -2.10 2.92 -1.46
C -1.87 2.91 -2.83
C -0.61 2.77 -3.35
C 0.52 2.94 -2.46
C 0.00 3.91 -0.54
P -1.22 -1.14 0.67
C -1.29 -1.43 -1.22
C -2.20 -0.55 -2.02
C -2.84 -0.99 -3.10
C -2.72 -2.41 -3.56
C -2.45 -3.30 -2.40
C -1.65 -2.87 -1.42
C -2.62 -2.06 1.35
C -2.40 -2.70 2.56
C -3.38 -3.50 3.12
C -4.59 -3.65 2.47
C -4.83 -2.99 1.27
C -3.84 -2.20 0.70
H -7.61 1.69 0.91
H -6.27 2.73 1.43
H -7.60 2.35 2.56
H -4.91 0.90 4.32
H -4.85 2.30 3.22
H -3.29 -0.32 2.93
H -2.61 1.24 3.42
H -3.20 2.20 1.22
H -4.02 0.67 0.77
H 0.75 0.68 2.86
H 0.82 1.31 5.27
H -0.34 3.35 6.03
H -1.54 4.77 4.41
H -1.60 4.14 2.02
H -3.09 2.63 -1.13
H -2.71 2.76 -3.50
H -0.46 2.28 -4.30
H 1.79 4.34 -1.51
H 0.63 3.91 0.35
H -2.25 0.48 -1.71
H -3.44 -0.32 -3.70
H -3.56 -2.73 -4.18
H -2.76 -4.33 -2.45
H -1.33 -3.57 -0.67
H -1.44 -2.58 3.05
H -3.19 -4.01 4.05
H -5.36 -4.28 2.90
H -5.78 -3.10 0.78
H -4.02 -1.70 -0.24
C -1.05 6.03 -2.38
C 0.41 5.61 -2.53
C 0.78 5.52 -4.01
C 1.30 6.68 -1.87
C 0.73 4.30 -1.79
N 1.08 1.91 -2.00
H -1.19 7.05 -2.76
H -1.33 6.01 -1.33
H -1.71 5.38 -2.93
H 0.73 6.51 -4.47
H 0.09 4.86 -4.54
H 1.79 5.14 -4.14
H 1.05 7.67 -2.25
H 2.35 6.50 -2.07
H 1.15 6.68 -0.79
O 1.35 -6.58 -3.76
N 1.77 -6.13 -2.72
O 2.50 -6.72 -1.96
C 1.40 -4.77 -2.38
C 0.51 -4.12 -3.25
C 0.31 -2.77 -3.10
C 1.00 -1.96 -2.03
O 0.08 -1.01 -1.54
C 1.65 -2.81 -0.87
C 1.99 -4.18 -1.30
N 1.05 -2.82 0.52
O -0.24 -2.69 0.87
O 2.57 -1.77 2.07
N -0.44 -2.03 -3.95
O -0.31 -0.78 -4.10
O -1.58 -2.59 -4.48
H 0.03 -4.66 -4.05
H 2.68 -4.74 -0.69
F 0.66 -6.43 2.99
C 1.72 -5.71 3.40
C 2.11 -4.63 2.69
N 3.17 -3.87 3.07
C 3.59 -2.71 2.28
C 1.95 -1.68 0.83
O 2.76 -2.08 -0.29
O 1.37 -0.52 0.72
C 3.91 -4.17 4.20
O 4.87 -3.53 4.57
N 3.49 -5.29 4.87
C 2.42 -6.15 4.60
O 2.18 -7.09 5.31
H 1.58 -4.32 1.81
H 4.01 -3.03 1.32
H 4.36 -2.21 2.88
H 4.04 -5.53 5.69
```

As for the net charge: 0. The spin multiplicity is 2. Its energy is -5854.02590 a.u. Its highest occupied orbital energy (spin up / spin down) is -6.3 / -6.3 eV. Its frontier orbital gap (spin up / spin down) is 0.1200 / 0.1195 Eh.

***

2.
The following is a DFT calculation (ωB97M-V with the def2-TZVPD basis set) of 10 unconnected molecules or ions with the total composition C56H51F9OS.

XYZ file:
```
118
C56H51F9OS | the OMol25 dataset | ωB97M-V with the def2-TZVPD basis set
F 4.76 3.93 3.24
C 3.47 4.01 2.75
C 2.56 2.98 2.83
C 1.38 3.05 2.13
C 1.05 4.23 1.43
C 1.91 5.28 1.42
C 3.14 5.17 2.08
H 2.75 2.16 3.49
H 0.73 2.23 2.19
H 0.09 4.25 0.95
H 1.82 6.17 0.84
H 3.84 5.95 1.90
F 2.55 -2.11 -0.27
C 3.25 -1.06 0.22
C 3.16 0.13 -0.53
C 3.97 1.19 -0.18
C 4.86 1.05 0.87
C 4.90 -0.05 1.63
C 4.05 -1.21 1.33
H 2.36 0.03 -1.23
H 3.93 2.12 -0.80
H 5.55 1.89 1.02
H 5.70 -0.02 2.42
H 3.96 -2.11 1.86
F 4.66 1.20 6.94
C 5.32 0.42 6.08
C 6.49 0.84 5.44
C 7.26 -0.04 4.79
C 6.77 -1.32 4.58
C 5.64 -1.81 5.12
C 4.89 -0.90 5.91
H 6.71 1.85 5.48
H 8.09 0.23 4.18
H 7.32 -1.93 3.92
H 5.27 -2.84 4.92
H 3.92 -1.10 6.40
F -4.45 3.91 3.02
C -3.74 2.73 3.29
C -2.46 2.86 3.81
C -1.77 1.65 3.97
C -2.31 0.44 3.60
C -3.62 0.33 3.09
C -4.36 1.52 2.94
H -2.08 3.84 4.02
H -0.76 1.58 4.37
H -1.72 -0.49 3.60
H -4.06 -0.63 2.78
H -5.33 1.55 2.56
F 3.41 -3.49 3.55
C 2.19 -3.57 3.07
C 1.18 -3.08 3.87
C -0.13 -3.34 3.41
C -0.39 -3.82 2.11
C 0.72 -4.28 1.38
C 1.98 -4.28 1.91
H 1.42 -2.70 4.81
H -0.93 -3.00 4.08
H -1.37 -3.82 1.71
H 0.52 -4.77 0.43
H 2.76 -4.81 1.45
F -0.77 2.83 -3.16
C -1.10 1.57 -3.64
C -0.06 0.82 -4.16
C -0.44 -0.42 -4.71
C -1.78 -0.88 -4.69
C -2.76 -0.07 -4.16
C -2.44 1.19 -3.62
H 0.90 1.20 -4.11
H 0.32 -1.03 -5.09
H -2.05 -1.86 -4.92
H -3.78 -0.48 -4.05
H -3.08 1.90 -3.11
F -6.67 -2.08 -7.18
C -5.91 -2.83 -6.23
C -6.30 -2.81 -4.93
C -5.49 -3.46 -4.04
C -4.36 -4.18 -4.46
C -3.94 -4.15 -5.86
C -4.76 -3.48 -6.72
H -7.11 -2.23 -4.61
H -5.69 -3.38 -2.99
H -3.64 -4.61 -3.74
H -3.02 -4.59 -6.17
H -4.60 -3.39 -7.77
F -2.13 -3.51 -1.33
C -2.09 -2.18 -1.00
C -3.26 -1.46 -0.95
C -3.20 -0.15 -0.47
C -1.98 0.44 -0.07
C -0.81 -0.34 -0.10
C -0.87 -1.62 -0.65
H -4.24 -1.87 -1.29
H -4.07 0.52 -0.42
H -1.94 1.49 0.26
H 0.16 0.10 0.25
H -0.09 -2.38 -0.68
F -6.79 2.98 -1.81
C -7.06 3.91 -2.76
C -7.01 5.27 -2.35
C -7.02 6.14 -3.41
C -7.15 5.76 -4.73
C -7.39 4.45 -5.06
C -7.36 3.49 -4.05
H -7.14 5.57 -1.38
H -6.91 7.18 -3.21
H -7.08 6.47 -5.57
H -7.46 4.14 -6.09
H -7.41 2.43 -4.29
C 6.88 -1.95 -1.17
S 7.67 -3.01 0.09
O 7.80 -2.05 1.28
C 6.15 -3.89 0.29
H 6.13 -1.33 -0.64
H 6.44 -2.63 -1.93
H 7.62 -1.29 -1.61
H 5.23 -3.27 0.38
H 6.19 -4.65 1.06
H 5.92 -4.52 -0.62
```

As for the net charge: 0. Its energy is -3536.58095 a.u. Its highest occupied orbital energy is -8.9 eV. Its frontier orbital gap is 0.3451 Eh.